Below is 5 unconnected molecules or ions with the total composition C6H23N2O4 at a distorted geometry, with properties calculated with ωB97M-V/def2-TZVPD.

Output
2S+1: 1
Net charge: +1
Orbital gap: 0.358 hartree
HOMO: -12.3 eV
Energy above the lowest of the compared OMol25 structures with the same formula, charge and spin: 72.2 kcal per mole

Element x y z (Å)
N1 0.17259 -0.69674 0.52849
C1 -0.28770 0.71546 0.36505
C2 -1.26332 0.88449 -0.81805
C3 -0.70734 0.49774 -2.08651
C4 0.34966 1.23275 -2.74860
C5 0.81304 1.82602 0.45212
N2 1.96900 1.13547 1.07954
C6 1.61532 1.23292 2.49559
H1 1.01760 -0.71848 1.19119
H2 -0.45564 -1.15324 1.12811
H3 0.43985 -1.19326 -0.33757
H4 -1.04497 0.90960 1.23870
H5 -1.53915 2.01350 -0.94163
H6 -2.28539 0.45698 -0.79007
H7 -0.77391 -0.57427 -2.52882
H8 0.88257 0.85584 -3.64334
H9 0.52370 2.28013 -2.52306
H10 1.07578 2.08268 -0.59622
H11 0.48929 2.79780 0.81532
H12 2.97316 1.68368 1.01533
H13 2.43032 0.69824 3.00868
H14 1.69967 2.36068 2.70021
H15 0.62339 0.88109 2.78300
H16 -1.94859 -2.27491 -1.98442
H17 -0.89623 -3.23257 -2.53477
O1 -1.25699 -2.87476 -1.72549
H18 -0.14285 -1.30255 -4.50233
H19 0.85137 -2.53981 -4.13910
O2 0.15958 -1.97186 -3.77152
H20 -2.47746 2.24460 3.00299
H21 -2.99449 0.83294 3.43539
O3 -2.39013 1.23768 2.78789
H22 0.65016 -1.49762 3.49036
H23 1.61783 -2.61385 3.22656
O4 1.13439 -1.94165 2.74309

---

Below is 5 unconnected molecules or ions with the total composition C6H23NO4 at a distorted geometry, with properties calculated with ωB97M-V/def2-TZVPD.

Output
2S+1: 1
Orbital gap: 0.320 hartree
HOMO: -8.3 eV
Energy above the lowest of the compared OMol25 structures with the same formula, charge and spin: 42.0 kcal per mole

Element x y z (Å)
C1 1.38124 2.47026 1.53299
C2 0.52213 1.28044 1.92259
C3 1.49504 0.09506 2.28117
C4 2.26638 -0.41639 1.04645
C5 1.61676 -0.30784 -0.34209
N1 0.74610 -1.50948 -0.59609
C6 1.30160 -2.34463 -1.64711
H1 2.44269 2.31029 1.30245
H2 1.36158 3.36595 2.16245
H3 1.08122 2.90027 0.56300
H4 -0.12012 1.54915 2.76019
H5 -0.11652 0.89870 1.12309
H6 2.22061 0.62074 2.90555
H7 0.91775 -0.69928 2.75981
H8 2.51301 -1.48280 1.09153
H9 3.22975 0.09999 1.04745
H10 2.47453 -0.35555 -1.02133
H11 1.03137 0.56899 -0.65596
H12 -0.19551 -1.17804 -0.73430
H13 1.40038 -1.82626 -2.62001
H14 2.30524 -2.61771 -1.32550
H15 0.67603 -3.22996 -1.73922
O1 -2.75954 -0.48506 -1.30570
H16 -2.34898 -0.41812 -0.43510
H17 -3.31675 -1.24374 -1.47371
O2 -1.46769 -1.29219 1.26289
H18 -0.72455 -1.27826 1.87160
H19 -2.26042 -1.08515 1.76816
O3 -1.06086 0.12366 -3.32852
H20 -1.55135 -0.08968 -2.50394
H21 -1.27200 -0.60077 -3.92314
O4 -2.34511 2.22869 0.00299
H22 -2.41286 2.98391 0.59633
H23 -2.43503 2.56261 -0.89422

---

Below is 8 unconnected molecules or ions with the total composition C6H23NO8 at a distorted geometry, with properties calculated with ωB97M-V/def2-TZVPD.

Output
2S+1: 1
Orbital gap: 0.344 hartree
HOMO: -9.4 eV
Energy above the lowest of the compared OMol25 structures with the same formula, charge and spin: 55.6 kcal per mole

Element x y z (Å)
C1 -0.22791 2.12592 1.56882
N1 -0.52462 1.15224 0.81616
C2 -0.13471 -0.16901 0.89017
C3 -0.00369 -0.88175 -0.21956
C4 0.39996 -2.30942 -0.45267
C5 1.86040 -2.56882 -0.81346
C6 2.22105 -1.63236 -1.94543
O1 1.76323 -1.71364 -3.05498
H1 -0.75548 3.04580 1.33130
H2 0.49787 2.11333 2.37840
H3 0.06328 -0.61113 1.88285
H4 -0.23302 -0.43056 -1.18665
H5 0.24224 -2.88723 0.46682
H6 -0.30089 -2.77615 -1.14473
H7 2.08844 -3.59509 -1.12436
H8 2.59320 -2.43600 -0.01156
H9 2.96587 -0.83682 -1.71511
O2 0.76859 -2.53831 2.95676
H10 -0.17174 -2.34042 2.89678
H11 1.03634 -2.79557 2.07252
O3 -2.94537 0.43788 -0.61436
H12 -2.16131 0.96634 -0.37873
H13 -3.66300 0.99236 -0.92146
O4 1.71725 1.70844 -0.81395
H14 1.88139 2.54411 -1.26329
H15 0.85382 1.45242 -1.15527
O5 -2.54226 -2.00935 1.07997
H16 -3.48082 -2.22739 1.17364
H17 -2.77120 -1.36335 0.37407
O6 2.96483 0.79877 1.57145
H18 2.02038 0.92579 1.61358
H19 3.23527 0.90587 0.65948
O7 -0.67550 2.79418 -1.84111
H20 -0.97378 3.62335 -2.23524
H21 -0.55629 3.02487 -0.91090
O8 -3.23902 3.18886 0.22568
H22 -2.71905 3.09811 -0.57482
H23 -2.87450 2.72492 0.97738

---

Below is 7 unconnected molecules or ions with the total composition C6H24ClN10O6, with properties calculated with ωB97M-V/def2-TZVPD.

Output
2S+1: 1
Net charge: -1
Orbital gap: 0.347 hartree
HOMO: -7.0 eV

Element x y z (Å)
Cl1 2.51107 15.35058 -23.47263
C1 0.52070 16.36806 -20.32266
O1 1.93469 16.31438 -20.39797
H1 0.12147 15.50386 -19.77660
H2 0.21416 17.29021 -19.82472
H3 0.02553 16.33801 -21.29882
H4 2.11764 16.05803 -21.31612
C2 2.95653 19.58896 -25.57184
O2 2.22165 19.34526 -26.51483
N1 3.59923 20.79118 -25.41812
N2 3.21879 18.68345 -24.57932
H5 3.43625 21.56296 -26.03257
H6 4.17520 20.91901 -24.60651
H7 2.75077 17.79384 -24.59472
H8 3.74181 18.98831 -23.77929
C3 6.13943 17.81262 -22.13511
O3 5.45440 18.28415 -21.24750
N3 7.52272 17.84701 -22.09234
N4 5.63083 17.20769 -23.24829
H9 7.98364 17.68328 -22.97119
H10 7.95837 18.46496 -21.43523
H11 4.63768 17.05074 -23.30541
H12 6.24451 16.64701 -23.81182
C4 -0.03255 15.62162 -26.47952
O4 -0.85811 15.92404 -27.32792
N5 1.19376 16.22669 -26.42105
N6 -0.21615 14.65991 -25.50475
H13 1.36529 16.96836 -27.07768
H14 1.86222 16.08501 -25.68173
H15 0.49201 14.72162 -24.78383
H16 -1.15269 14.37602 -25.29513
C5 2.58534 12.32162 -20.80790
O5 2.55736 11.42400 -19.97445
N7 1.92616 12.23610 -22.00933
N8 3.22563 13.51300 -20.66755
H17 1.94940 13.03932 -22.62421
H18 1.40084 11.42562 -22.26915
H19 3.62073 13.78397 -19.79035
H20 3.27380 14.04823 -21.51884
C6 5.08717 12.50029 -25.26389
O6 5.66900 11.74371 -26.02718
N9 5.23363 12.44053 -23.89858
N10 4.22012 13.45869 -25.69721
H21 5.86229 11.74803 -23.54408
H22 4.56987 12.94051 -23.33395
H23 3.76292 14.10603 -25.07379
H24 4.08344 13.49873 -26.68913

---

- Which formula does entry 3 have?
  C6H23NO8

---

- Look up the HOMO of the first one.
  -12.3 eV

---

- What is the HOMO in the second record?
  -8.3 eV